Entry 1:
Below is the ion C5H7N2S with charge +1, with properties calculated with wB97M-V/def2-TZVPD.

Atoms and positions in Å:
H1 -0.069 -2.578 -0.174
H2 -1.799 -0.881 0.827
C1 -1.302 2.112 1.471
H3 -0.127 -0.733 -1.898
H4 1.656 -1.097 -1.740
C2 0.827 0.628 -0.551
H5 1.544 0.582 0.270
H6 1.075 -1.552 0.701
N1 -0.521 0.591 0.069
C3 0.755 -0.739 -1.257
S1 -1.123 2.647 2.892
C4 0.245 -1.551 -0.014
N2 -1.301 1.742 0.276
C5 -0.851 -0.606 0.381
H7 0.993 1.436 -1.254

Values from the calculation:
Orbital gap: 9.73 eV
Net charge: +1
Energy relative to the best compared isomer or geometry (same formula, charge and spin): 53.7 kcal per mole
SMILES: S=C=N[N+]1=CCCC1



Entry 2:
Below is the molecule C5H7N3, with properties calculated with wB97M-V/def2-TZVPD.

Atoms and positions in Å:
N1 -2.912 0.219 0.172
H1 -0.567 2.331 0.273
C1 -0.032 1.273 0.151
H2 2.872 -0.299 -0.956
H3 0.900 -0.623 1.607
N2 0.198 -0.904 -0.460
C2 1.667 -0.168 -0.441
C3 1.190 -1.118 0.674
H4 -1.810 -1.483 -0.656
H5 1.479 -2.015 0.486
H6 1.807 2.189 -0.138
C4 1.295 1.213 -0.084
H7 -3.591 -0.281 -0.298
N3 -0.606 0.060 -0.047
C5 -1.891 -0.395 -0.284

Values from the calculation:
Orbital gap: 8.85 eV
Net charge: 0
Energy relative to the best compared isomer or geometry (same formula, charge and spin): 145.7 kcal per mole
SMILES: [H]/N=C/N1C=C[C@H]2CN21



Entry 3:
Below is the molecule C5H7N3, with properties calculated with wB97M-V/def2-TZVPD.

Atoms and positions in Å:
C1 -1.833 0.748 0.248
N1 -2.360 -0.504 0.225
C2 1.771 0.838 -0.131
H1 0.759 -2.799 -0.508
C3 2.873 1.340 -0.187
C4 -0.584 1.215 0.093
C5 0.447 0.271 -0.123
H2 -1.759 -1.248 -0.132
N2 0.164 -0.964 -0.165
N3 1.144 -1.856 -0.418
H3 3.846 1.727 -0.237
H4 1.844 -2.036 0.298
H5 -3.345 -0.520 0.310
H6 -0.351 2.297 0.180
H7 -2.617 1.490 0.548

Values from the calculation:
Orbital gap: 8.58 eV
Net charge: 0
Energy relative to the best compared isomer or geometry (same formula, charge and spin): 97.2 kcal per mole
SMILES: C#CC(/C=C\N)=N\N



Entry 4:
Below is the molecule C5H7N3, with properties calculated with wB97M-V/def2-TZVPD.

Atoms and positions in Å:
N1 1.955 0.921 -0.275
H1 -1.601 0.549 -1.263
H2 -2.644 -0.659 -0.836
H3 0.254 -0.239 -1.152
N2 -1.138 -0.558 0.541
H4 1.970 -2.320 0.277
H5 0.490 -0.102 1.717
H6 0.693 2.507 0.056
H7 -2.796 0.670 0.341
C1 -0.001 0.313 0.844
C2 0.833 1.391 0.230
C3 1.531 -1.365 0.009
C4 -2.081 0.065 -0.331
C5 0.161 -0.767 -0.167
N3 2.374 -0.404 0.009

Values from the calculation:
Orbital gap: 9.65 eV
Net charge: 0
Energy relative to the best compared isomer or geometry (same formula, charge and spin): 153.1 kcal per mole
SMILES: CN1[C@@H]2C=NN=C[C@H]21



Entry 5:
Below is the molecule C5H7N3, with properties calculated with wB97M-V/def2-TZVPD.

Atoms and positions in Å:
C1 -0.263 -1.079 0.207
N1 -1.780 1.096 -0.135
H1 -0.144 2.342 0.056
H2 2.952 0.582 -1.145
H3 0.346 -1.995 0.452
H4 2.048 1.189 0.997
C2 -0.410 1.222 0.002
H5 2.960 -1.069 -1.011
N2 2.962 -0.135 -0.524
H6 -3.377 -0.183 -0.321
N3 -1.616 -1.300 -0.103
C3 1.888 0.145 0.523
H7 2.013 -0.540 1.413
C4 -2.243 -0.113 -0.156
C5 0.402 0.166 0.239

Values from the calculation:
Orbital gap: 10.11 eV
Net charge: 0
Energy relative to the best compared isomer or geometry (same formula, charge and spin): 44.5 kcal per mole
SMILES: NCc1cncnc1



Entry 6:
Below is a structure of composition C5H7N3, with properties calculated with wB97M-V/def2-TZVPD.

Atoms and positions in Å:
H1 -0.591 -1.723 1.364
N1 0.694 0.649 -0.213
H2 -0.535 -2.411 -0.488
H3 -1.870 1.276 -0.749
H4 3.068 2.095 -0.645
N2 2.332 -1.283 0.254
H5 -2.016 0.894 0.845
H6 3.900 0.433 -0.220
C1 -0.396 -0.159 -0.061
C2 -1.733 0.403 -0.134
C3 -0.113 -1.659 0.393
C4 1.283 -1.789 0.420
N3 3.006 1.067 -0.453
C5 1.905 0.533 -0.218
H7 -2.480 -0.267 -0.244

Values from the calculation:
Orbital gap: 10.26 eV
Net charge: +2
Energy relative to the best compared isomer or geometry (same formula, charge and spin): 29.9 kcal per mole



Entry 7:
Below is a cluster of 2 separate species, C5H7N3O in total, with properties calculated with wB97M-V/def2-TZVPD.

Atoms and positions in Å:
C1 -2.215 0.470 2.862
H1 -2.927 0.270 0.825
H2 -3.121 0.784 3.518
H3 3.150 -0.292 -2.606
H4 0.724 -0.610 2.628
N1 -0.992 -0.348 1.235
C2 1.161 0.017 -2.032
N2 1.196 0.687 -1.060
C3 2.279 0.111 -3.191
N3 -1.068 0.016 3.460
H5 2.524 1.152 -3.578
C4 -0.355 -0.411 2.494
H6 0.336 -0.734 -2.189
O1 -0.476 -0.746 0.122
H7 1.951 -0.628 -4.018
C5 -2.167 0.261 1.529

Values from the calculation:
Orbital gap (alpha / beta): 9.08 / 7.30 eV
Net charge: 0
Energy relative to the best compared isomer or geometry (same formula, charge and spin): 136.1 kcal per mole



Entry 8:
Below is a cluster of 2 separate species, C5H7N3O2 in total, with properties calculated with wB97M-V/def2-TZVPD.

Atoms and positions in Å:
C1 -0.712 -0.469 0.275
N1 2.400 0.728 1.170
H1 3.566 1.850 -0.280
C2 0.690 -1.023 0.172
N2 -1.012 0.715 -0.256
C3 1.711 -0.013 0.589
C4 -1.860 -1.081 0.822
H2 0.896 -0.816 -1.760
H3 2.738 1.656 -1.668
H4 -1.917 -2.006 1.389
C5 -2.877 -0.171 0.590
H5 0.777 -1.859 0.880
H6 -2.780 1.710 -0.383
H7 -3.924 -0.161 0.878
O1 3.626 1.601 -1.264
O2 0.994 -1.531 -1.098
N3 -2.318 0.870 -0.057

Values from the calculation:
Orbital gap: 10.75 eV
Net charge: 0
Energy relative to the best compared isomer or geometry (same formula, charge and spin): 40.6 kcal per mole
SMILES: N#C[C@H](O)c1cc[nH]n1.O



Number 1: largest force on an atom 0.0282 Eh/bohr. Number 2: largest force on an atom 0.1258 Eh/bohr. Number 3: largest force on an atom 0.0565 Eh/bohr. Number 4: largest force on an atom 0.0386 Eh/bohr. Number 5: largest force on an atom 0.0836 Eh/bohr. Number 6: largest force on an atom 0.0900 Eh/bohr. Number 7: largest force on an atom 0.1079 Eh/bohr. Number 8: largest force on an atom 0.0479 Eh/bohr.